Entry 1:
An isolated molecule of C3H6O2S, computed with ωB97M-V/def2-TZVPD.

structure (SMILES) = C1OCSCO1
LUMO level = 0.88 eV

Last column: Löwdin charge in e.
Cartesian coordinates (Å):
C -1.220 0.574 0.257  -0.49
C 0.927 -0.427 1.002  -0.71
C 0.209 -0.432 -1.217  -0.24
H -2.302 1.185 0.257  0.15
H -0.242 1.386 0.054  0.13
H 1.331 0.688 1.240  0.14
H 1.536 -1.118 1.544  0.09
H 0.363 -1.175 -2.156  0.19
H 0.164 0.797 -1.536  0.17
O 1.106 -0.761 -0.166  -0.11
O -1.149 -0.261 -0.941  -0.24
S -0.724 -0.456 1.662  0.90



Entry 2:
C20H33Br2NO3PdSSb as an isolated structure, computed with ωB97M-V/def2-TZVPD.

multiplicity = 3
charge = +1
LUMO level (alpha / beta) = -3.61 / -5.59 eV

Last column: Löwdin charge in e.
Cartesian coordinates (Å):
Pd 0.773 0.219 1.223  0.44
Br 0.856 0.024 4.193  0.64
C 2.615 0.798 3.788  -0.94
Br 3.436 0.114 2.142  0.67
H 3.229 0.569 4.664  0.02
H 2.412 1.876 3.657  -0.02
C 1.180 -3.463 2.004  -0.11
C -0.178 -3.401 1.233  -0.59
C -1.322 -3.153 2.203  -0.14
C -0.560 -4.748 0.495  -0.09
Sb -0.112 -1.596 -0.335  1.63
C 1.674 -1.728 -2.002  -0.54
C 1.877 -0.326 -2.555  -0.10
C 2.707 -2.273 -1.009  -0.13
C 0.880 -2.664 -2.896  -0.13
C -2.110 -0.678 -0.972  -0.65
C -2.527 0.012 0.295  -0.14
C -2.057 0.273 -2.186  -0.07
C -2.993 -1.881 -1.315  -0.12
H 0.962 -3.710 3.008  0.07
H 1.848 -2.604 1.927  0.02
H 1.775 -4.308 1.589  0.09
H -1.670 -4.000 2.793  0.10
H -2.192 -3.003 1.530  0.06
H -1.329 -2.181 2.753  0.08
H -0.490 -5.597 1.210  0.10
H 0.101 -4.977 -0.309  0.05
H -1.582 -4.684 0.127  0.07
H 2.005 0.454 -1.801  0.06
H 0.984 0.029 -3.141  0.09
H 2.697 -0.290 -3.300  0.11
H 3.054 -1.378 -0.454  0.04
H 3.599 -2.661 -1.533  0.10
H 2.308 -3.078 -0.373  0.05
H -0.057 -2.197 -3.291  0.09
H 0.726 -3.608 -2.462  0.05
H 1.548 -2.839 -3.776  0.11
H -1.740 0.669 0.733  0.03
H -2.806 -0.610 1.142  0.08
H -3.359 0.678 0.137  0.10
H -1.375 1.073 -2.099  0.03
H -3.061 0.733 -2.267  0.11
H -1.883 -0.295 -3.087  0.07
H -2.885 -2.655 -0.577  0.04
H -2.590 -2.323 -2.230  0.08
H -4.036 -1.667 -1.502  0.10
O 0.322 2.356 -1.880  0.02
C 0.291 2.837 -0.736  -0.48
N 0.634 2.192 0.456  -0.17
S 0.191 3.201 1.763  0.66
O 1.350 3.373 2.648  -0.33
O -1.090 2.747 2.282  -0.31
C -0.057 4.610 0.817  -0.26
C -0.091 5.930 1.279  -0.02
C -0.218 6.943 0.343  -0.04
C -0.330 6.612 -1.043  -0.04
C -0.247 5.290 -1.452  0.01
C -0.122 4.245 -0.507  -0.13
H 0.062 6.095 2.333  0.12
H -0.244 7.985 0.619  0.11
H -0.462 7.450 -1.755  0.12
H -0.322 5.188 -2.547  0.13



Entry 3:
C37H55AsCdN6Si as an isolated structure, computed with ωB97M-V/def2-TZVPD.

LUMO level = 0.45 eV

Last column: Löwdin charge in e.
Cartesian coordinates (Å):
Cd -0.491 -1.538 -0.812  1.37
N 0.011 -3.978 -0.629  -0.04
C 1.303 -4.508 -1.052  -0.26
C 2.431 -3.651 -0.483  -0.22
N 2.253 -2.239 -0.768  -0.12
C 2.851 -1.736 -1.991  -0.25
C 2.017 -2.037 -3.228  -0.25
N 0.627 -1.597 -3.069  -0.02
H -0.761 -4.365 -1.160  0.07
H -0.180 -4.176 0.347  0.07
H 1.466 -5.547 -0.745  0.11
H 1.326 -4.494 -2.142  0.09
H 2.444 -3.776 0.604  0.12
H 3.391 -4.032 -0.860  0.12
H 2.573 -1.670 0.004  0.07
H 2.940 -0.653 -1.878  0.08
H 3.863 -2.138 -2.151  0.12
H 2.502 -1.561 -4.086  0.11
H 2.019 -3.108 -3.432  0.09
H 0.495 -0.653 -3.414  0.04
H -0.019 -2.186 -3.579  0.06
C -2.236 -3.133 2.581  -0.03
C -2.971 -3.276 1.277  -0.35
C -4.185 -3.937 1.206  -0.06
C -4.799 -4.042 -0.040  -0.08
C -4.220 -3.478 -1.152  -0.05
C -3.001 -2.771 -1.015  -0.51
N -2.396 -2.731 0.202  0.04
N -2.349 -2.110 -1.996  -0.16
Si -3.140 -1.426 -3.366  0.34
C -2.026 -0.092 -4.087  -0.18
C -4.753 -0.592 -2.895  -0.17
C -3.468 -2.674 -4.733  -0.18
H -2.817 -2.537 3.286  0.09
H -1.284 -2.630 2.424  0.04
H -2.059 -4.108 3.041  0.08
H -4.631 -4.362 2.095  0.10
H -5.739 -4.572 -0.136  0.11
H -4.683 -3.565 -2.125  0.09
H -1.476 0.433 -3.301  0.00
H -2.639 0.655 -4.597  0.04
H -1.318 -0.481 -4.823  0.02
H -4.546 0.339 -2.360  0.02
H -5.370 -1.214 -2.245  0.02
H -5.341 -0.344 -3.782  0.03
H -2.554 -3.210 -5.002  0.02
H -3.836 -2.171 -5.631  0.03
H -4.212 -3.420 -4.445  0.02
C 0.558 7.081 -1.085  -0.05
C 0.807 5.654 -0.682  -0.27
C 1.184 5.319 0.604  -0.02
C 1.409 3.999 1.005  -0.27
C 1.838 3.827 2.444  -0.05
C 1.249 2.965 0.076  -0.27
As 1.557 1.018 0.299  1.28
N -0.130 0.316 0.264  -0.41
C -1.251 0.946 0.800  -0.42
C -2.530 0.641 0.304  -0.08
C -3.672 1.230 0.820  -0.10
C -3.593 2.159 1.850  -0.12
C -2.339 2.473 2.354  -0.09
C -1.196 1.878 1.845  -0.08
C 2.406 0.813 2.075  -0.32
C 1.908 0.114 3.180  -0.27
C 0.536 -0.508 3.238  -0.07
C 2.711 -0.027 4.315  -0.02
C 3.995 0.481 4.385  -0.27
C 4.835 0.330 5.624  -0.05
C 4.496 1.127 3.260  -0.02
C 3.735 1.289 2.114  -0.32
C 4.367 1.981 0.930  -0.08
C 0.875 3.296 -1.244  -0.28
C 0.698 2.254 -2.326  -0.10
C 0.657 4.619 -1.596  -0.02
H 0.714 7.760 -0.247  0.07
H -0.466 7.212 -1.440  0.08
H 1.225 7.383 -1.894  0.08
H 1.301 6.107 1.342  0.11
H 1.366 4.593 3.059  0.08
H 2.920 3.952 2.539  0.09
H 1.599 2.856 2.865  0.05
H -2.633 -0.065 -0.514  0.05
H -4.635 0.960 0.403  0.10
H -4.485 2.622 2.249  0.09
H -2.243 3.189 3.162  0.10
H -0.241 2.122 2.281  0.07
H 0.181 -0.794 2.252  0.03
H -0.203 0.185 3.647  0.08
H 0.559 -1.388 3.884  0.08
H 2.306 -0.561 5.169  0.11
H 4.295 -0.205 6.403  0.07
H 5.122 1.306 6.021  0.08
H 5.755 -0.217 5.411  0.08
H 5.510 1.515 3.276  0.12
H 5.361 2.343 1.192  0.08
H 3.782 2.834 0.580  0.06
H 4.468 1.297 0.083  0.07
H 0.059 1.437 -1.986  0.02
H 1.663 1.828 -2.620  0.07
H 0.243 2.704 -3.208  0.08
H 0.354 4.847 -2.613  0.12



Entry 4:
A 4-piece molecular cluster, C23H54N3O6 overall, computed with ωB97M-V/def2-TZVPD.

charge = +1
LUMO level = -2.80 eV

Last column: Löwdin charge in e.
Cartesian coordinates (Å):
C 4.680 -2.768 1.982  -0.11
O 5.878 -2.046 1.878  -0.17
C 5.776 -0.705 2.304  -0.22
C 5.335 0.258 1.184  -0.15
C 4.367 1.367 1.638  -0.19
C 3.130 1.562 0.748  -0.17
C 2.245 0.322 0.562  -0.13
C 1.105 0.205 1.560  -0.20
N 1.732 -0.100 2.932  0.12
C 0.913 -0.959 3.863  -0.09
C -0.594 -0.814 3.681  -0.16
N -1.030 -0.759 2.281  0.00
C 0.043 -0.862 1.291  -0.28
C -0.580 -0.690 -0.103  -0.16
O -0.069 -1.594 -1.066  -0.10
N -0.618 -2.915 -0.806  0.01
O 0.129 -3.732 -1.138  0.09
H 3.846 -2.261 1.469  0.06
H 4.407 -2.934 3.034  0.09
H 4.824 -3.731 1.498  0.10
H 5.087 -0.639 3.164  0.11
H 6.763 -0.431 2.678  0.13
H 6.228 0.728 0.771  0.12
H 4.915 -0.337 0.370  0.11
H 4.071 1.190 2.682  0.09
H 4.891 2.324 1.668  0.12
H 2.522 2.362 1.178  0.10
H 3.449 1.914 -0.234  0.13
H 2.845 -0.593 0.612  0.10
H 1.814 0.322 -0.439  0.13
H 0.596 1.167 1.678  0.16
H 1.989 0.781 3.376  0.18
H 2.612 -0.589 2.750  0.14
H 1.219 -1.984 3.662  0.13
H 1.203 -0.718 4.884  0.14
H -0.977 0.047 4.230  0.13
H -1.018 -1.698 4.166  0.13
H -1.488 0.134 2.124  0.11
H 0.495 -1.858 1.357  0.15
H -0.373 0.304 -0.501  0.14
H -1.666 -0.776 -0.006  0.12
C -4.632 0.832 1.548  -0.07
C -4.183 1.946 0.618  -0.28
O -3.660 1.501 -0.620  -0.18
C -4.528 0.688 -1.409  -0.28
C -5.820 1.369 -1.810  -0.07
H -3.825 0.114 1.718  0.06
H -4.929 1.253 2.509  0.08
H -5.487 0.283 1.152  0.07
H -3.360 2.501 1.071  0.09
H -5.003 2.658 0.464  0.12
H -4.724 -0.249 -0.875  0.11
H -3.929 0.443 -2.286  0.12
H -6.452 1.593 -0.950  0.07
H -6.387 0.715 -2.473  0.08
H -5.614 2.302 -2.337  0.09
C -1.962 5.167 -0.106  -0.07
C -1.394 4.896 1.275  -0.28
O -0.106 4.287 1.253  -0.18
C 0.893 5.068 0.606  -0.28
C 1.128 6.426 1.240  -0.07
H -1.994 4.245 -0.690  0.08
H -2.975 5.560 -0.024  0.08
H -1.365 5.898 -0.652  0.07
H -2.029 4.192 1.814  0.10
H -1.369 5.817 1.867  0.11
H 0.662 5.180 -0.458  0.11
H 1.801 4.470 0.673  0.10
H 0.258 7.077 1.150  0.07
H 1.960 6.923 0.742  0.08
H 1.369 6.323 2.299  0.08
C -1.069 -3.506 -4.317  -0.09
C -1.945 -4.466 -5.106  -0.28
O -1.312 -5.020 -6.242  -0.16
C -0.149 -5.793 -5.994  -0.28
C -0.384 -7.002 -5.106  -0.08
H -0.698 -2.709 -4.963  0.09
H -1.652 -3.056 -3.511  0.06
H -0.211 -4.009 -3.870  0.05
H -2.811 -3.935 -5.502  0.12
H -2.327 -5.255 -4.448  0.11
H 0.650 -5.167 -5.579  0.11
H 0.180 -6.115 -6.981  0.12
H -0.671 -6.720 -4.091  0.06
H 0.532 -7.589 -5.037  0.08
H -1.170 -7.634 -5.520  0.08



Entry 5:
An isolated molecule of C4H6N2, computed with ωB97M-V/def2-TZVPD.

structure (SMILES) = N#CC[C@H]1CN1
LUMO level = 0.90 eV

Last column: Löwdin charge in e.
Cartesian coordinates (Å):
N -2.878 -0.347 -1.430  0.13
C -2.051 0.149 -0.789  -0.22
C -0.958 0.749 -0.001  -0.19
C 0.033 -0.275 0.585  -0.16
C 1.266 -0.730 -0.277  -0.21
N 1.555 0.407 0.521  -0.01
H -0.351 1.371 -0.649  0.11
H -1.406 1.418 0.759  0.12
H -0.506 -0.724 1.468  0.14
H 1.190 -0.535 -1.346  0.10
H 1.831 -1.647 -0.060  0.11
H 2.276 0.164 1.218  0.09



Entry 6:
C2H3F2O2Si as an isolated structure, computed with ωB97M-V/def2-TZVPD.

charge = -1
LUMO level (alpha / beta) = 3.14 / 3.14 eV

Last column: Löwdin charge in e.
Cartesian coordinates (Å):
C -1.375 0.473 0.110  -0.80
C -0.559 -0.821 -0.085  -0.03
O -2.582 0.607 0.031  -0.02
O -0.485 1.359 0.406  -0.13
F 1.682 0.982 -0.858  -0.14
F 2.283 -1.002 0.221  -0.26
Si 1.113 0.149 0.345  0.21
H -0.654 -0.867 -2.143  0.17
H -1.125 -1.598 0.284  -0.02
H 1.702 0.717 1.689  0.01